1.
Entry from OMol25: C25H37IN2O7P2PrS as an isolated structure at a distorted geometry (ωB97M-V/def2-TZVPD).

Results
⟨S²⟩ = 2.01
spin multiplicity = 3
highest occupied orbital energy (spin up / spin down) = -0.3635 / -0.3628 Ha
orbital gap (spin up / spin down) = 0.27287 / 0.27217 Eh
LUMO (spin up / spin down) = -2.47 / -2.47 eV
strongest force on any atom = 3.7 eV/Å
total charge = +1

The geometry in XYZ format:
```
76
Properties=species:S:1:pos:R:3:forces:R:3
Pr -0.54210 -2.56972 0.65571 0.1 0.2 0.4
O -0.29012 -0.41828 -2.63110 0.8 0.3 -0.1
S 0.54718 -0.48668 -1.43288 -1.5 0.8 -0.2
O -0.24675 -0.09535 -0.22289 0.4 -0.6 -0.8
O 1.09274 -1.81881 -1.25866 0.3 -0.8 0.8
C 1.88262 0.62716 -1.56395 1.7 0.5 0.6
C 2.83044 0.29483 -2.53975 -0.5 -0.3 -1.9
C 3.95103 1.10944 -2.80802 -1.2 -1.1 -0.2
C 4.11528 2.20637 -2.02973 0.0 0.2 0.6
C 3.29668 2.44652 -0.93620 -0.3 0.5 0.7
C 2.15246 1.68495 -0.63356 0.0 -0.4 -0.6
P 1.05368 1.97884 0.87475 0.9 -0.2 0.0
C 1.96245 3.40869 1.55551 0.5 1.9 -0.6
C 1.98901 4.70432 0.92760 0.7 -0.6 2.0
C 2.82175 5.70245 1.44186 -0.9 -0.7 -1.0
C 3.66739 5.45286 2.49452 0.6 1.9 0.5
C 3.66268 4.24397 3.11687 0.0 -1.8 0.1
C 2.82238 3.22053 2.64638 -0.3 -0.2 -0.3
C -0.35152 2.80473 0.03974 1.3 -0.3 -0.2
C -1.52245 2.93343 0.75129 -0.6 0.9 -0.6
C -2.59455 3.64458 0.20034 1.6 -0.8 -0.9
C -2.55739 4.14832 -1.09626 1.2 -0.3 0.7
C -1.30700 4.04932 -1.76817 -1.3 -0.2 0.4
C -0.21869 3.35233 -1.23877 -0.1 0.8 -0.8
H 2.57553 -0.51646 -3.28796 0.4 0.8 1.2
H 4.62887 0.93845 -3.63255 -0.2 -0.3 0.0
H 4.91567 2.87827 -2.24721 0.4 0.4 0.1
H 3.61752 3.30205 -0.33021 -0.6 -0.5 0.0
H 1.36539 4.97325 0.11441 -0.6 -0.1 -0.7
H 2.83016 6.67297 0.97360 -0.1 0.2 -0.1
H 4.26631 6.32571 2.82371 -0.1 -1.0 0.0
H 4.34977 3.95614 3.90451 -0.1 0.4 0.1
H 2.85882 2.22885 3.10968 0.0 0.4 0.0
H -1.63343 2.57530 1.75739 0.2 -0.3 0.3
H -3.37615 3.77412 0.85757 -2.1 0.4 0.9
H -3.44177 4.64722 -1.48223 0.4 0.1 -0.2
H -1.25143 4.56706 -2.69311 0.3 0.2 -0.9
H 0.74471 3.34188 -1.83358 -1.3 -0.1 1.0
C 1.85890 -4.41712 2.73412 0.8 0.6 0.4
O 1.33294 -4.40868 1.41592 0.0 1.3 0.1
C 1.49208 -5.62560 0.72852 -0.7 0.1 0.7
C 1.20764 -5.32517 -0.70620 -0.9 -0.9 -0.7
O 0.10626 -4.46833 -0.88683 -0.4 0.1 1.1
C -0.15786 -4.16903 -2.24150 -0.1 1.0 -0.2
H 1.10976 -4.85095 3.41060 0.5 0.0 0.0
H 2.07963 -3.36608 2.99917 -0.4 -0.5 0.0
H 2.85335 -4.92163 2.76868 -0.9 -0.1 0.0
H 0.81226 -6.35854 1.23456 0.6 0.2 -0.8
H 2.54296 -5.89254 0.78574 0.1 -0.6 0.2
H 0.94883 -6.23364 -1.23878 0.3 -0.5 -0.1
H 2.03562 -4.86991 -1.19252 1.1 0.4 -0.3
H 0.66637 -3.53163 -2.63714 -0.9 -0.2 0.1
H -1.15877 -3.69409 -2.19092 0.8 0.0 -0.7
H -0.20285 -5.05615 -2.83655 -0.2 -0.8 -0.3
N -5.22790 -2.16165 1.19299 -3.6 0.0 0.4
C -5.06188 -2.16099 -0.26806 1.6 1.4 0.0
P -3.38442 -1.31648 -0.36919 -0.5 -0.2 0.3
O -3.04731 -0.83123 1.01032 0.0 -0.3 -0.2
O -2.40499 -2.19946 -1.05767 0.5 -0.1 -0.4
C -3.76349 0.14586 -1.34769 1.1 0.6 -1.1
N -2.44593 0.74224 -1.77902 -0.2 -1.6 0.8
H -4.40212 -2.51780 1.59227 1.7 -1.8 1.2
H -6.09360 -2.68698 1.41702 0.9 -0.1 0.4
H -5.31473 -1.26400 1.69180 0.1 0.2 -0.9
H -5.81075 -1.52838 -0.69795 -0.6 0.2 -0.4
H -5.05073 -3.15243 -0.71455 0.0 -0.1 0.4
H -4.17435 0.88083 -0.69495 -0.7 0.5 0.5
H -4.41690 -0.01244 -2.20898 0.2 0.0 0.0
H -1.89133 0.18220 -2.44901 0.1 -0.4 0.1
H -1.79322 0.81060 -0.97365 -0.1 -0.1 0.1
H -2.50747 1.64573 -2.14842 -0.5 2.0 -0.7
C 0.25371 -1.32593 2.60264 0.1 -0.9 -0.4
H -0.38571 -0.55254 3.02814 0.2 0.3 -0.2
H 1.31128 -1.00902 2.47091 -0.6 0.1 0.3
H 0.22091 -2.16049 3.32322 0.2 0.1 0.2
I -2.80336 -4.62817 1.65435 0.1 0.2 0.0
```
Positions in Å, forces in eV/Å.

Löwdin atomic charge list, values in e, 5 entries: atom 1 (Pr): 0.74, atom 2 (O): -0.30, atom 3 (S): 0.51, atom 4 (O): -0.47, atom 5 (O): -0.34

---

2.
Entry from OMol25: C25H37MoN3OP2 as an isolated structure at a distorted geometry (ωB97M-V/def2-TZVPD).

Results
⟨S²⟩ = 2.04
spin multiplicity = 3
highest occupied orbital energy (spin up / spin down) = -0.5036 / -0.5060 Ha
orbital gap (spin up / spin down) = 0.22517 / 0.23815 Eh
LUMO (spin up / spin down) = -7.58 / -7.29 eV
strongest force on any atom = 3.3 eV/Å
total charge = +2

The geometry in XYZ format:
```
69
Properties=species:S:1:pos:R:3:forces:R:3
C -1.70424 2.93922 -3.88460 0.0 -0.4 0.6
C -1.48781 1.69158 -3.30056 0.4 0.4 -0.3
C -0.13489 1.24560 -3.23360 -0.3 -0.5 1.3
C 0.92277 2.17912 -3.26257 -0.5 0.7 0.4
C 0.66454 3.46800 -3.75801 0.2 0.1 0.1
C -0.62718 3.80513 -4.13960 0.4 0.0 -0.3
C 2.13126 1.72771 -2.56795 -0.3 -0.6 -1.4
C 2.50961 0.39442 -3.04694 0.3 -1.0 0.1
C 1.45101 -0.53713 -3.01144 0.1 -0.3 0.2
C 1.71604 -1.93170 -2.88003 0.5 0.8 -0.4
C 2.99361 -2.36432 -3.23438 -0.2 0.3 0.4
C 4.02175 -1.43393 -3.47512 0.0 0.0 -0.3
C 3.80617 -0.07180 -3.31360 -0.1 0.3 0.1
H -2.72510 3.26020 -4.09676 0.3 0.0 0.2
H 1.50023 4.16663 -3.85305 -0.4 -0.1 0.1
H -0.81895 4.77143 -4.60352 0.1 -0.2 0.2
H 2.93942 2.45209 -2.50942 -0.1 0.0 0.7
H 3.20510 -3.43277 -3.27990 0.0 0.3 0.1
H 5.01047 -1.79455 -3.75579 -0.3 0.1 0.1
H 4.61365 0.65915 -3.41420 -0.1 -0.4 0.1
N 0.12882 -0.08708 -2.88049 -0.2 0.3 1.9
Mo 0.37770 0.36593 -0.75589 -1.1 -1.5 -1.9
C -2.53346 0.89119 -2.57924 -0.1 -0.5 -0.2
H -2.62846 -0.12745 -2.98737 -0.1 0.3 0.1
H -3.51306 1.38622 -2.59744 0.2 -0.1 -0.1
C 0.67975 -2.77067 -2.19832 -0.2 0.2 -0.2
H -0.27709 -2.77446 -2.74158 0.2 0.0 0.1
H 1.01866 -3.80384 -2.04955 -0.1 0.2 -0.1
P -2.03664 0.69491 -0.78991 -1.9 0.3 -0.2
P 0.32615 -2.05003 -0.51049 -0.7 -1.6 -0.4
C 1.41559 -3.04378 0.56336 0.2 0.5 0.1
H 1.15842 -2.84926 1.61150 0.1 -0.2 -0.2
H 1.27945 -4.11047 0.33751 0.0 0.4 0.1
H 2.45803 -2.75612 0.38748 -0.1 -0.1 0.1
C -1.28346 -2.80445 -0.10777 -0.2 0.0 0.1
H -1.14156 -3.87171 0.11406 -0.1 0.3 -0.1
H -1.70647 -2.31177 0.77596 0.1 -0.2 -0.1
H -1.98188 -2.70486 -0.94770 0.2 0.0 0.2
C -2.28179 2.36602 -0.10470 0.3 0.0 0.2
H -3.34176 2.64505 -0.17512 0.3 0.0 0.0
H -1.96133 2.33422 0.94536 -0.1 0.1 -0.2
H -1.66481 3.08852 -0.65038 -0.2 0.0 0.1
C -3.41341 -0.22933 -0.05653 0.0 -0.4 0.2
H -3.19356 -0.40573 1.00445 -0.1 0.1 -0.2
H -4.33955 0.35654 -0.14381 0.3 -0.1 0.0
H -3.54611 -1.19319 -0.56176 0.0 0.3 0.1
H 1.64238 1.43550 -1.13438 2.7 1.6 -1.0
H 1.65496 -0.67276 -0.25929 0.3 0.8 0.3
C 1.73120 0.05765 2.65270 0.2 -0.1 -0.1
N 0.73662 -0.16089 3.67613 -0.5 0.4 -0.8
C 1.08971 -1.05628 4.75074 0.1 -0.3 0.2
C 0.22544 -0.75274 5.94685 0.2 0.1 0.6
C -1.23463 -0.83243 5.58680 -0.1 -0.4 0.3
N -1.50534 -0.13483 4.35287 0.4 0.4 -1.2
C -2.89382 0.13823 4.06627 -0.5 0.1 -0.1
C -0.56966 0.14333 3.39220 -0.3 -0.1 0.1
O -0.89905 0.66847 2.29313 0.5 -0.4 0.1
H 1.85885 -0.83208 2.01448 0.1 0.2 0.1
H 2.69340 0.26490 3.13795 -0.2 0.1 -0.2
H 1.43841 0.90094 2.01741 0.2 -0.1 0.3
H 0.96274 -2.11291 4.44881 0.1 0.2 0.0
H 2.14904 -0.89459 4.97702 -0.2 -0.1 0.0
H 0.45624 0.25078 6.31862 0.0 -0.1 0.0
H 0.44202 -1.46673 6.74326 0.0 0.1 0.0
H -1.85006 -0.37655 6.37192 0.1 -0.1 -0.1
H -1.54589 -1.88715 5.49310 0.0 0.2 0.0
H -3.47139 -0.79379 3.96782 0.1 0.2 0.0
H -3.33643 0.72347 4.88306 0.1 -0.1 -0.2
H -2.96958 0.70715 3.13655 0.0 -0.1 0.3
```
Positions in Å, forces in eV/Å.

natural (NBO) atomic charge list, values in e, 5 entries: atom 1 (C): -0.16, atom 2 (C): -0.03, atom 3 (C): 0.20, atom 4 (C): -0.13, atom 5 (C): -0.17

---

3.
Entry from OMol25: a 3-piece molecular cluster, C25H37N4O6 overall (ωB97M-V/def2-TZVPD).

Results
⟨S²⟩ = 0.75
spin multiplicity = 2
highest occupied orbital energy (spin up / spin down) = -0.2779 / -0.3169 Ha
orbital gap (spin up / spin down) = 0.25619 / 0.29523 Eh
LUMO (spin up / spin down) = -0.59 / -0.59 eV
strongest force on any atom = 0.4 eV/Å

The geometry in XYZ format:
```
72
Properties=species:S:1:pos:R:3:forces:R:3
C 0.80957 2.57861 -1.78389 0.0 0.1 0.0
C -0.42993 1.88085 -1.21044 -0.1 0.0 0.1
N -0.60343 0.48066 -1.64476 0.3 0.0 0.0
C -0.50740 -0.54193 -0.58462 -0.2 0.0 -0.1
C -1.79852 -0.38383 0.24993 -0.1 0.0 0.0
O -1.71838 -1.00998 1.51773 0.1 -0.1 -0.1
C -1.79491 -0.11325 2.60588 0.0 0.0 0.1
C -0.58996 -1.92626 -1.24565 0.0 -0.1 0.0
C 0.70368 -2.55967 -1.79162 0.1 0.2 0.2
C 1.07921 -1.98149 -3.15754 0.0 0.0 -0.1
C 0.49847 -4.07161 -1.90562 0.0 -0.1 0.0
N 1.84363 -2.31154 -0.85112 -0.1 0.3 -0.2
O 2.99702 -2.17921 -1.37592 0.1 -0.2 -0.1
C 1.60822 -1.69106 0.48621 -0.2 -0.2 -0.2
C 0.93957 -2.71387 1.41502 0.1 0.1 0.1
C 2.95465 -1.31869 1.08768 0.1 0.1 0.1
C 0.78673 -0.41130 0.25322 0.0 0.1 0.3
H 1.16506 2.07864 -2.69076 -0.1 0.0 0.0
H 1.63676 2.59888 -1.07247 0.0 -0.1 -0.1
H 0.58312 3.61255 -2.05078 0.0 0.0 0.0
H -1.32762 2.44222 -1.48705 0.1 0.0 0.0
H -0.37198 1.91179 -0.11907 0.0 0.1 0.0
H 0.11630 0.29012 -2.33185 -0.2 -0.1 0.0
H -2.61992 -0.85257 -0.30449 0.1 0.1 0.0
H -2.05867 0.67088 0.36284 0.1 0.0 0.0
H -1.64001 -0.69732 3.51425 0.0 0.0 0.0
H -2.77212 0.38030 2.64947 0.0 -0.1 0.0
H -1.02755 0.66992 2.55298 0.0 -0.1 0.0
H -1.03699 -2.61512 -0.52836 0.0 0.0 0.0
H -1.29805 -1.84524 -2.07638 0.0 0.0 0.1
H 0.19679 -1.97211 -3.80174 0.0 0.0 0.0
H 1.46846 -0.96469 -3.07970 0.0 0.0 0.0
H 1.85631 -2.58126 -3.62988 0.0 0.0 0.0
H -0.42905 -4.28850 -2.44287 0.1 0.0 0.0
H 1.32993 -4.53582 -2.44025 0.0 0.0 0.1
H 0.42852 -4.52264 -0.91398 0.0 0.0 0.0
H 0.67022 -2.22752 2.35510 0.1 0.0 0.0
H 0.02933 -3.14928 1.01883 0.0 0.0 0.0
H 1.64538 -3.52203 1.62395 0.0 0.0 0.0
H 2.79506 -1.04032 2.13286 0.0 0.0 -0.1
H 3.41730 -0.48233 0.56402 0.0 -0.1 0.0
H 3.63956 -2.16578 1.04899 0.0 0.0 0.0
H 1.44517 0.29306 -0.26730 0.0 -0.1 0.1
H 0.58573 0.01898 1.23930 0.0 0.0 -0.1
C 4.81894 0.13632 -6.31481 0.0 0.0 0.0
C 4.40194 -0.58479 -5.20450 0.0 0.0 0.0
C 4.20684 0.05389 -3.98902 0.0 -0.1 0.0
C 4.43785 1.41393 -3.92557 0.0 0.0 0.1
C 4.85361 2.15871 -5.01448 0.0 0.0 -0.1
C 5.04502 1.50393 -6.22020 0.0 0.0 0.0
N 4.22277 2.10589 -2.64022 0.0 0.0 0.1
O 3.86972 1.44207 -1.68560 0.1 -0.1 -0.1
O 4.40265 3.30669 -2.60955 0.0 0.0 0.0
H 4.96991 -0.36891 -7.25985 0.0 0.0 0.0
H 4.22716 -1.64991 -5.27462 0.0 0.0 0.0
H 3.88534 -0.49243 -3.11393 0.0 0.0 0.1
H 5.01904 3.22044 -4.91121 0.0 0.0 0.0
H 5.37109 2.06352 -7.08637 0.0 0.0 0.0
C -6.89077 1.55921 7.33814 0.0 0.0 0.0
C -7.26702 1.39138 6.01208 0.0 0.0 0.0
C -6.35797 1.63243 4.99440 0.0 0.0 0.0
C -5.08234 2.03872 5.33914 0.0 0.0 0.0
C -4.68127 2.21306 6.65060 0.0 0.0 0.0
C -5.60269 1.96895 7.65630 0.0 0.0 0.0
N -4.10675 2.29450 4.26240 0.0 0.0 0.0
O -4.48161 2.15473 3.11532 0.0 0.0 0.0
O -2.98265 2.62226 4.58361 0.0 0.0 0.0
H -7.60529 1.36936 8.12810 0.0 0.0 0.0
H -8.27071 1.07210 5.76688 0.0 0.0 0.0
H -6.62252 1.51091 3.95496 0.0 0.0 0.0
H -3.67321 2.53208 6.86811 0.0 0.0 0.0
H -5.31236 2.09973 8.68978 0.0 0.0 0.0
```
Positions in Å, forces in eV/Å.

Löwdin atomic charge list, values in e, 5 entries: atom 1 (C): -0.08, atom 2 (C): -0.26, atom 3 (N): 0.00, atom 4 (C): -0.41, atom 5 (C): -0.15